[1]
51
Properties=species:S:1:pos:R:3:forces:R:3:nbo_charge:R:1 method="wB97M-V/def2-TZVPD" homo_lumo_gap_ev=3.1 relative_energy_kj_mol=1160.0 e_lumo_ev=-11.44 total_charge=+2
Zn -0.334 -0.396 -0.005 -0.179 0.372 -0.093 1.497
C -0.571 4.238 -1.233 -1.793 -0.071 1.012 0.764
O -0.453 3.033 -1.186 0.507 -2.865 -0.227 -0.714
N -1.785 4.796 -1.222 -1.244 0.931 -0.130 -0.810
N 0.447 5.053 -1.164 2.718 1.587 -0.205 -0.810
H -1.894 5.793 -1.339 -0.239 -0.293 0.056 0.399
H -2.587 4.220 -1.007 0.247 0.193 -0.243 0.414
H 1.355 4.638 -1.316 -0.128 0.280 0.072 0.412
H 0.381 6.055 -1.055 -0.032 -0.292 -0.181 0.409
C 0.835 2.161 3.816 -0.154 -1.686 1.833 0.765
O 0.564 1.257 3.031 -0.380 -1.585 -0.870 -0.683
N 1.141 3.349 3.461 0.761 3.894 -2.641 -0.792
N 0.909 2.029 5.146 -0.504 -1.598 1.133 -0.816
H 1.209 4.104 4.128 0.159 -0.020 -0.589 0.409
H 1.203 3.468 2.460 -0.029 0.729 0.290 0.410
H 1.078 2.828 5.741 -0.008 -0.520 0.016 0.405
H 0.726 1.111 5.524 -0.014 0.406 0.274 0.417
C -2.495 -1.439 -4.159 0.945 3.417 -1.993 0.744
O -1.859 -1.387 -3.167 3.804 0.829 5.405 -0.691
N -3.269 -2.362 -4.375 -6.423 -8.307 -0.241 -0.770
N -2.491 -0.560 -5.121 1.593 3.449 -1.338 -0.814
H -4.016 -2.368 -5.056 0.338 0.084 0.040 0.405
H -3.387 -2.980 -3.586 -0.206 -0.288 -0.363 0.400
H -1.714 0.053 -4.921 -0.203 0.620 -1.196 0.403
H -2.818 -0.777 -6.052 0.389 0.284 0.199 0.410
C 1.544 -4.772 1.179 -0.415 -1.601 -0.645 0.763
O 0.992 -3.717 1.051 -1.536 3.607 -0.777 -0.666
N 1.783 -5.297 2.343 0.984 -0.740 4.818 -0.810
N 1.832 -5.666 0.250 0.585 -0.283 -1.825 -0.808
H 2.395 -6.091 2.470 -0.261 0.191 0.039 0.394
H 1.485 -4.851 3.199 0.182 0.155 -0.333 0.412
H 1.541 -5.511 -0.705 0.513 -0.485 0.167 0.421
H 2.286 -6.467 0.665 -0.255 -0.337 -1.545 0.400
C -4.960 0.159 0.793 -0.584 -0.842 -0.055 0.760
O -3.770 0.126 0.630 4.053 0.079 -0.603 -0.691
N -5.778 -0.767 0.373 -1.783 -2.492 -1.341 -0.802
N -5.540 1.106 1.457 -1.475 4.118 2.510 -0.804
H -5.414 -1.570 -0.120 -0.210 0.249 0.155 0.411
H -6.765 -0.708 0.579 0.271 -0.283 -0.193 0.403
H -6.529 1.241 1.606 0.133 -0.516 -0.307 0.406
H -5.005 1.873 1.839 0.227 -0.365 -0.220 0.408
C 5.687 -0.944 -0.293 -2.678 -2.777 2.119 -0.091
C 4.316 -0.267 -0.032 0.521 0.483 0.530 -0.100
O 3.308 -0.473 -1.022 0.298 -0.789 0.292 -0.732
O 6.199 -0.608 -1.476 0.708 1.984 -2.210 -0.667
H 5.452 -2.004 -0.385 0.163 -0.371 0.518 0.177
H 6.387 -0.800 0.531 -0.173 0.181 0.379 0.179
H 4.462 0.813 -0.045 0.248 0.338 0.648 0.148
H 3.950 -0.617 0.933 -0.137 0.210 -0.018 0.186
H 3.820 -0.444 -1.833 -0.248 -0.073 -0.713 0.486
H 6.148 0.340 -1.333 0.944 0.809 -1.408 0.456

=====

[2]
13
Properties=species:S:1:pos:R:3:forces:R:3:nbo_charge:R:1 method="wB97M-V/def2-TZVPD" homo_lumo_gap_ev="7.1 / 7.1" relative_energy_kj_mol=491.5 e_lumo_ev="-1.15 / -1.14" total_charge=0
C -1.644 0.833 0.686 -0.679 -0.739 0.222 0.128
C -2.021 -0.400 0.210 -0.684 -0.396 0.436 -0.193
C 1.448 -0.347 -0.099 -0.450 1.665 0.876 0.095
C 2.529 -0.764 0.440 -1.229 -3.307 1.075 -0.490
C -0.468 1.446 0.120 4.268 -2.023 1.801 -0.545
C -2.566 -1.445 -0.150 0.594 1.801 -0.142 -0.111
C 0.540 0.426 -0.577 -1.573 0.971 0.825 -0.293
H 2.523 -1.745 0.947 0.424 0.671 -0.192 0.220
H 3.365 -0.214 0.265 2.589 1.225 -0.137 0.217
H -0.863 2.021 -0.636 -0.946 1.797 -1.880 0.272
H 0.142 2.120 0.822 -1.246 -0.795 -0.860 0.248
H -3.327 -2.095 -0.466 -0.219 -0.858 0.069 0.234
H 0.342 0.165 -1.561 -0.848 -0.012 -2.093 0.216

=====

[3]
56
Properties=species:S:1:pos:R:3:forces:R:3:nbo_charge:R:1 method="wB97M-V/def2-TZVPD" homo_lumo_gap_ev=8.9 relative_energy_kj_mol=23.5 e_lumo_ev=-0.24 total_charge=0
C -3.885 -5.290 -0.996 -0.404 0.500 0.166 -0.652
C -3.834 -4.147 -1.973 0.143 0.200 -0.346 0.068
C -4.876 -4.004 -2.890 -0.049 0.307 -0.204 -0.233
C -4.909 -2.962 -3.803 -0.013 0.127 -0.124 -0.206
C -3.885 -2.027 -3.842 0.384 -0.139 0.531 -0.213
C -2.840 -2.155 -2.937 -0.435 -0.198 -0.163 -0.195
C -2.808 -3.196 -2.007 0.301 -0.069 0.101 -0.054
C -1.627 -3.194 -1.038 -0.648 0.711 -0.220 -0.440
C -1.777 -2.023 -0.083 0.126 -0.401 -0.125 0.031
C -2.877 -2.011 0.783 0.238 0.558 0.134 -0.178
C -3.080 -0.950 1.653 -0.153 -0.219 -0.148 -0.165
C -2.144 0.067 1.651 -0.260 0.529 0.349 -0.164
C -1.061 0.067 0.809 0.070 -0.331 -0.650 -0.076
C -0.867 -0.976 -0.084 0.033 0.257 0.003 -0.199
C -0.272 1.312 1.044 -0.786 -0.921 0.907 0.686
O 0.537 1.822 0.343 0.945 0.366 -0.437 -0.529
N -0.722 1.842 2.322 -0.088 0.155 -0.254 -0.718
C -2.077 1.328 2.458 0.312 -0.928 -0.457 0.691
O -2.948 1.851 3.064 -0.485 0.401 0.695 -0.491
H -4.334 -6.163 -1.455 0.120 -0.213 -0.078 0.225
H -2.924 -5.528 -0.563 0.144 -0.234 -0.038 0.214
H -4.548 -5.005 -0.176 0.011 -0.089 0.154 0.217
H -5.705 -4.699 -2.899 0.032 -0.199 0.118 0.208
H -5.733 -2.863 -4.494 -0.108 -0.106 -0.012 0.213
H -3.877 -1.193 -4.527 -0.155 -0.015 -0.176 0.215
H -2.047 -1.420 -2.950 0.138 0.019 0.073 0.207
H -0.726 -3.046 -1.626 0.261 -0.260 0.098 0.223
H -1.583 -4.109 -0.466 0.257 -0.208 -0.003 0.225
H -3.579 -2.828 0.742 -0.122 -0.127 0.045 0.218
H -3.936 -0.917 2.309 -0.043 0.028 0.072 0.234
H -0.023 -0.955 -0.757 0.072 -0.122 -0.094 0.225
H -0.199 1.316 3.029 0.370 0.569 0.187 0.411
O 6.073 4.922 -1.684 0.028 -0.118 0.091 -0.561
C 4.945 4.615 -1.434 0.044 0.221 -0.232 0.788
O 4.577 3.341 -1.154 -0.009 -0.016 0.067 -0.498
C 3.148 3.259 -0.995 -0.140 -0.016 0.076 -0.070
C 2.703 4.671 -0.646 0.004 0.136 -0.067 -0.427
C 3.725 5.518 -1.402 -0.204 -0.246 0.385 -0.529
H 2.714 2.907 -1.933 0.005 0.005 -0.004 0.180
H 2.916 2.542 -0.213 0.101 -0.076 -0.040 0.201
H 1.668 4.871 -0.914 0.004 -0.062 -0.028 0.229
H 2.810 4.838 0.428 -0.022 -0.020 0.008 0.207
H 3.416 5.717 -2.429 0.051 0.060 -0.018 0.236
H 3.956 6.452 -0.898 0.108 0.082 -0.184 0.242
O 1.947 -1.370 2.909 -0.131 0.108 0.169 -0.565
C 2.604 -0.371 2.874 -0.009 -0.223 -0.451 0.791
O 2.271 0.749 3.563 -0.085 0.025 0.009 -0.507
C 3.177 1.821 3.231 0.163 0.170 -0.056 -0.074
C 4.432 1.134 2.707 0.022 -0.062 -0.089 -0.432
C 3.854 -0.121 2.054 0.232 0.332 0.405 -0.530
H 2.701 2.451 2.477 -0.026 -0.035 -0.020 0.186
H 3.358 2.415 4.123 -0.127 -0.063 0.066 0.201
H 5.010 1.762 2.031 -0.063 0.029 -0.027 0.233
H 5.077 0.852 3.540 -0.009 0.023 0.011 0.212
H 3.559 0.058 1.019 -0.027 -0.092 -0.022 0.241
H 4.524 -0.974 2.109 -0.116 -0.110 -0.154 0.246

=====

[4]
12
Properties=species:S:1:pos:R:3:forces:R:3:nbo_charge:R:1 method="wB97M-V/def2-TZVPD" homo_lumo_gap_ev=8.7 relative_energy_kj_mol=54.4 e_lumo_ev=4.11 total_charge=-1
N -0.044 1.997 -0.441 0.718 -1.217 1.903 -0.908
C 0.833 0.889 -0.246 -0.635 -2.211 1.598 0.867
O 0.308 -0.055 0.510 0.534 1.481 -1.319 -0.887
O 1.984 0.859 -0.732 -1.363 0.697 -0.033 -0.762
H -0.964 2.040 -0.051 -0.099 -0.572 0.237 0.373
H 0.058 2.481 -1.251 0.588 1.637 -2.546 0.356
H 1.320 -2.149 -0.065 0.179 -0.791 -0.421 0.517
H 1.361 -2.942 -1.397 0.197 0.016 1.047 0.458
O 1.543 -3.048 -0.438 -0.473 1.076 -0.522 -0.983
H -1.611 0.134 0.748 -0.360 -0.456 1.197 0.519
H -2.318 -0.335 2.086 0.583 -0.356 0.413 0.460
O -2.469 0.129 1.276 0.131 0.697 -1.553 -1.011